49
Properties=species:S:1:pos:R:3:forces:R:3 method="wB97M-V/def2-TZVPD" e_homo_ev=-9.56 homo_lumo_gap_ha=0.313 total_charge=0
Bi 0.26780 -0.88342 -0.63226 -0.234 -0.520 -0.042
O 2.21607 -1.14807 3.29848 0.038 -0.097 0.058
C 1.87837 -0.98841 2.14278 -0.158 0.171 0.001
N 0.62178 -1.09308 1.63732 0.032 -0.131 -0.101
C -0.28634 -1.85010 2.44174 0.080 -0.044 -0.002
O -0.04604 -2.98642 2.75195 -0.025 0.010 -0.027
C -1.56590 -1.18874 2.86264 0.041 0.005 -0.032
C -2.56471 -1.97007 3.42600 -0.021 -0.029 -0.010
C -3.74737 -1.35411 3.79420 0.006 -0.040 0.004
C -3.87937 0.01061 3.59533 -0.017 0.026 0.004
C -2.81727 0.70237 3.03600 0.000 0.023 -0.027
N -1.67973 0.11973 2.67459 0.059 0.112 -0.125
C 2.93209 -0.57720 1.13802 -0.007 0.008 -0.013
C 4.25649 -0.52152 1.53338 0.019 0.029 0.018
C 5.21618 -0.18065 0.59681 -0.013 -0.003 0.003
C 4.81864 0.10959 -0.69996 -0.003 0.022 -0.007
C 3.47693 0.04064 -1.01828 0.004 0.041 -0.001
N 2.55259 -0.30117 -0.11395 0.120 -0.048 0.063
H -2.40036 -3.03080 3.54653 -0.006 0.002 0.003
H -4.55793 -1.92926 4.22164 0.004 -0.007 0.001
H -4.78861 0.53288 3.85941 0.001 -0.004 0.002
H -2.88661 1.77085 2.85622 -0.003 -0.011 0.014
H 4.48845 -0.75492 2.56227 0.001 -0.004 -0.005
H 6.26186 -0.14434 0.87200 0.000 0.012 0.001
H 5.53080 0.38463 -1.46454 0.008 -0.005 0.006
H 3.12145 0.27158 -2.01039 0.000 -0.027 0.009
C 1.20767 2.69207 -0.11958 -0.016 0.010 0.020
Te -0.70362 1.76850 0.06640 -0.090 0.413 0.140
C -1.40390 2.54107 -1.78910 0.006 -0.099 0.004
H 1.60939 2.45144 -1.10066 -0.022 -0.003 0.015
H 1.85902 2.33003 0.67216 -0.018 -0.010 0.012
H 1.05718 3.76316 -0.00707 0.008 0.004 -0.007
H -0.84464 3.45274 -1.98589 -0.011 0.006 0.011
H -2.46249 2.74773 -1.66488 -0.004 0.002 -0.014
H -1.23522 1.81319 -2.57481 0.018 0.021 0.007
Cl 1.63169 2.14880 -4.73892 0.020 0.008 0.028
C 1.16668 0.43979 -4.82017 0.015 -0.051 -0.011
Cl -0.49804 0.30794 -5.41872 -0.008 0.011 0.005
Cl 2.27306 -0.41051 -5.89467 -0.032 0.006 -0.004
C 1.16367 -0.21492 -3.40380 -0.020 -0.058 0.031
O 0.87023 0.57701 -2.44731 0.012 0.014 -0.115
O 1.39693 -1.41056 -3.29888 0.027 0.103 0.026
F -2.07149 -0.48977 -2.36961 -0.007 -0.043 -0.055
Te -3.31628 -1.21168 -1.13227 -0.421 0.160 -0.081
F -4.61621 -0.61286 -2.31071 0.098 -0.023 0.066
F -3.38951 -2.79551 -2.08927 -0.014 0.004 0.009
F -3.43897 0.53041 -0.41151 0.073 -0.079 0.002
F -4.69664 -1.73794 -0.01466 0.036 -0.035 -0.066
O -1.97777 -1.72073 -0.05396 0.421 0.149 0.180

33
Properties=species:S:1:pos:R:3:forces:R:3 method="wB97M-V/def2-TZVPD" multiplicity=8 e_homo_ev="-3.69 / -3.70" homo_lumo_gap_ha="0.231 / 0.233" total_charge=-1 s2=15.76
C -2.34297 -0.42437 -0.99034 -1.519 0.039 1.215
C -2.15244 -0.89355 0.37221 -0.999 0.815 -0.415
C -1.97347 0.25202 1.19852 -0.940 -0.406 -0.222
H -2.22929 -1.91515 0.72462 0.199 0.163 -0.192
C -2.11482 1.40830 0.39571 -0.148 -0.235 -0.298
C -2.37036 0.99856 -0.93701 -0.045 -0.431 0.197
H -2.68630 1.66538 -1.74156 0.552 -0.309 0.131
H -2.80287 -1.03312 -1.77720 0.902 0.253 0.129
H -1.89861 0.21357 2.27239 0.291 0.101 0.030
H -2.19893 2.43274 0.74582 0.401 -0.186 -0.020
Gd 0.10119 -0.19193 -0.24139 1.572 0.244 -1.322
Br 0.33783 -2.88579 -0.59172 0.196 -0.189 -0.520
C 1.88918 1.13361 -3.38215 -0.824 -0.102 0.454
C 0.81566 1.92780 -3.88079 -0.096 -0.911 -0.023
C -0.18312 1.05124 -4.39120 1.038 -0.346 0.310
H 0.77643 3.00544 -3.88720 0.017 0.132 -0.027
C 0.27339 -0.28733 -4.21362 0.046 0.691 0.602
C 1.52834 -0.24067 -3.53792 -0.420 0.332 -0.034
H 2.12351 -1.09775 -3.23668 0.003 0.095 -0.198
H 2.81862 1.50777 -2.96420 -0.075 -0.046 -0.049
H -1.11202 1.34658 -4.85422 -0.076 0.036 -0.061
H -0.24778 -1.18563 -4.52733 0.040 0.083 0.116
F 1.42170 -1.29505 6.01022 -0.273 0.176 -0.798
C 1.25765 -0.92640 4.68928 0.912 0.077 -0.569
C 1.75665 0.31323 4.27905 -0.222 0.542 -0.329
C 1.62817 0.73958 2.93240 0.142 -0.589 1.669
C 1.06255 -0.11479 2.01928 -0.545 0.107 -2.295
C 0.68222 -1.38677 2.40901 0.116 -1.125 1.805
C 0.78743 -1.83742 3.74371 -0.035 0.903 0.086
H 2.23238 0.99373 4.97852 -0.120 -0.241 0.233
H 1.98936 1.72530 2.64043 -0.057 -0.153 0.191
H 0.32850 -2.15769 1.71931 -0.007 0.513 0.121
H 0.50222 -2.84142 4.02404 -0.028 -0.032 0.085

39
Properties=species:S:1:pos:R:3:forces:R:3 method="wB97M-V/def2-TZVPD" multiplicity=5 e_homo_ev="-4.15 / -4.69" homo_lumo_gap_ha="0.245 / 0.265" total_charge=-1 s2=6.02
Fe 1.20494 0.45188 2.26199 -0.215 0.251 -0.833
C 0.83240 -2.60500 1.53727 0.007 -0.083 0.025
O 1.48856 -1.44109 1.03086 -0.083 0.058 0.134
H 1.17358 -3.49833 1.01262 0.000 0.006 -0.001
H -0.25264 -2.51761 1.44014 -0.001 -0.001 -0.015
H 1.10527 -2.67910 2.58781 0.007 0.000 -0.016
H 1.44017 -1.41574 0.06643 0.028 0.093 0.003
C 2.57053 1.65587 1.01917 -0.421 -0.130 0.292
C 1.98277 1.48327 -0.27299 0.042 0.031 -0.094
C 2.43385 0.48866 -1.18052 0.004 0.011 0.034
C 1.80875 0.26255 -2.38686 -0.032 -0.074 -0.047
C 0.69408 1.01444 -2.76813 -0.047 0.020 -0.029
C 0.24141 2.01921 -1.90004 -0.025 -0.009 -0.043
C 0.86756 2.25111 -0.70115 0.020 -0.036 0.035
C 0.03714 0.77263 -4.01558 0.060 0.011 0.141
N -0.49208 0.58026 -5.02103 -0.029 -0.013 -0.072
H 2.43193 2.63007 1.48239 0.120 0.080 -0.114
H 3.55645 1.22513 1.16795 0.053 0.034 -0.041
H 3.30570 -0.09791 -0.91182 0.012 -0.007 -0.003
H 2.18142 -0.50258 -3.05714 0.008 -0.018 0.004
H -0.62205 2.60900 -2.18230 -0.003 0.011 0.007
H 0.48279 3.01471 -0.03688 -0.008 0.026 0.004
O 3.32380 -2.31519 4.50725 0.005 -0.054 -0.029
S 3.14295 -0.86459 4.60363 -0.187 0.013 0.031
N 2.10651 -0.18535 3.81739 0.459 -0.176 0.544
Br -0.97330 -2.65116 -1.98243 0.053 0.074 0.008
C -2.08317 -1.35870 -1.13260 0.033 -0.040 -0.026
C -3.43241 -1.32681 -1.43741 0.023 0.004 0.010
C -4.23549 -0.39895 -0.78811 -0.003 0.010 0.012
C -3.69439 0.46315 0.15288 -0.011 0.014 -0.022
C -2.33855 0.41302 0.45181 0.010 0.006 0.041
C -1.52500 -0.49473 -0.20940 0.017 -0.006 -0.007
C -1.77999 1.34586 1.51369 0.024 0.094 0.125
O -2.49489 2.24479 1.92760 -0.003 0.042 -0.016
O -0.58382 1.10529 1.91805 0.099 -0.224 -0.034
H -3.84322 -2.00969 -2.16732 -0.006 -0.008 -0.013
H -5.29217 -0.35766 -1.01956 -0.010 0.004 -0.003
H -4.30264 1.19185 0.67061 -0.003 -0.003 0.011
H -0.46677 -0.50254 0.00175 0.001 -0.013 -0.002

37
Properties=species:S:1:pos:R:3:forces:R:3 method="wB97M-V/def2-TZVPD" multiplicity=3 e_homo_ev="-12.00 / -12.42" homo_lumo_gap_ha="0.328 / 0.228" total_charge=+1 s2=2.02
Pt -0.45824 -0.38436 -0.26919 0.210 0.470 0.088
C 4.87696 -0.50396 0.46841 -0.158 -0.008 -0.136
C 3.93466 -0.14556 -0.69319 0.381 -0.228 -0.262
C 4.54176 1.01184 -1.48119 -0.173 -0.186 -0.014
C 2.56076 0.14944 -0.16149 -0.420 0.146 0.088
C 1.82536 1.29364 -0.50589 0.201 -0.214 0.143
C 0.68786 1.66504 0.21591 0.133 0.041 0.292
C 0.27666 0.94824 1.36781 0.297 0.000 0.134
C -0.71684 1.52424 2.33191 -0.283 -0.084 -0.044
C 0.92796 -0.28766 1.61721 0.072 0.128 0.152
C 2.00606 -0.69576 0.82291 -0.096 0.122 0.006
H 5.88266 -0.65996 0.08911 0.080 0.015 -0.023
H 4.58046 -1.41106 0.98371 -0.002 -0.113 0.084
H 4.89696 0.30944 1.18941 0.090 0.100 0.121
H 3.86606 -1.02336 -1.35019 -0.024 0.070 0.031
H 4.56736 1.91024 -0.86839 0.049 0.156 0.030
H 3.99276 1.21974 -2.39419 -0.083 0.088 -0.140
H 5.56226 0.76714 -1.76309 0.049 -0.011 -0.015
H 2.16716 1.94754 -1.29069 0.048 0.028 -0.124
H 0.19296 2.59964 -0.01629 -0.052 -0.040 -0.053
H -1.72394 1.13854 2.16331 0.019 -0.002 0.009
H -0.75824 2.60464 2.22851 -0.001 0.077 0.056
H -0.43844 1.27394 3.35251 0.031 0.040 0.059
H 0.66126 -0.87426 2.49001 -0.109 0.020 -0.144
H 2.49196 -1.63356 1.05081 -0.043 -0.023 0.025
F -7.33554 -0.41266 -0.20339 0.264 -0.062 -0.022
C -6.08224 -0.72036 -0.48519 0.343 -0.151 -0.113
C -5.76374 -1.97536 -1.01139 0.202 0.139 0.039
F -6.70964 -2.87856 -1.20509 -0.022 0.081 -0.020
C -4.44184 -2.27506 -1.31929 0.244 0.181 0.023
F -4.12464 -3.46206 -1.82259 -0.330 -0.103 0.006
C -3.40164 -1.36826 -1.10169 -0.380 0.260 0.084
Se -1.62634 -1.89976 -1.54599 -0.337 -0.497 -0.270
C -3.75084 -0.12916 -0.56849 -0.032 -0.254 0.002
F -2.77454 0.77684 -0.31899 -0.280 -0.038 0.036
C -5.06044 0.20444 -0.25609 0.167 -0.078 -0.093
F -5.33274 1.39614 0.26031 -0.056 -0.068 -0.034

no.,total energy (eV)
1,-103109.7578
2,-110410.8206
3,-143256.7164
4,-98990.8246